The molecule C6H6O2 at a distorted geometry. Source: OMol25; level of theory: ωB97M-V with the def2-TZVPD basis set.

Last column: Mulliken charge in e.
Geometry (Å):
1 O 2.010 -0.633 0.789  -0.5699
2 O -0.348 -1.618 2.419  -0.5505
3 C -0.375 -0.823 1.511  0.7917
4 C 0.677 -0.401 0.611  0.0509
5 C 0.730 0.770 -1.633  -1.2381
6 C -1.296 0.660 -0.070  -0.7870
7 C 0.058 0.278 -0.397  0.7458
8 C -1.677 -0.301 0.768  -0.5720
9 H -2.666 -0.588 1.084  0.4207
10 H 1.465 1.540 -1.382  0.2886
11 H 1.251 -0.048 -2.140  0.3179
12 H 2.078 -1.372 1.422  0.3329
13 H -1.924 1.328 -0.643  0.3900
14 H 0.017 1.207 -2.339  0.3792

Output
- Multiplicity: 1
- DFT total energy: -10411.946 eV
- Frontier orbital gap: 7.583 eV
- SMILES string: CC1=C(O)C(=O)C=C1
- E_HOMO: -8.140 eV
- Energy above the lowest of the compared OMol25 structures with the same formula, charge and spin: 33.76 kcal/mol

---

A cluster of 13 separate species, C39H104O39S13 in total at a distorted geometry. Source: OMol25; level of theory: ωB97M-V with the def2-TZVPD basis set.

Last column: Mulliken charge in e.
Geometry (Å):
1 S -19.023 -26.287 6.089  1.2827
2 S -8.400 -30.071 4.064  0.6713
3 S -11.328 -24.640 5.304  1.1917
4 S -16.392 -28.179 -1.645  1.0862
5 S -3.315 -28.668 -1.965  1.1570
6 S -4.341 -28.184 4.594  1.3490
7 S -13.161 -28.957 1.676  -0.4737
8 S -9.689 -28.693 -4.989  1.1362
9 S -14.734 -33.781 -0.606  1.1122
10 S -21.249 -24.782 2.433  1.1105
11 S -12.649 -23.522 -0.228  0.9767
12 S -6.360 -25.091 -0.172  0.9462
13 S -15.769 -30.285 5.121  0.9040
14 O -11.330 -23.295 4.804  -0.7093
15 O -9.776 -25.288 5.051  -0.0965
16 O -20.262 -25.526 6.241  -0.6291
17 O -16.593 -30.961 3.810  -0.4172
18 O -13.360 -24.802 -0.165  -0.4209
19 O -14.338 -32.995 -1.742  -0.4627
20 O -14.966 -35.238 -0.744  -0.6673
21 O -3.921 -28.051 -3.156  -0.5994
22 O -5.628 -25.245 -1.392  -0.6829
23 O -18.985 -27.494 5.269  -0.5079
24 O -15.326 -28.928 4.769  -0.2428
25 O -11.786 -28.029 1.411  0.4430
26 O -17.136 -26.943 -1.935  -0.6427
27 O -10.447 -28.994 -3.552  -0.0847
28 O -2.677 -27.863 4.564  -0.3457
29 O -4.512 -29.545 4.143  -0.6064
30 O -6.065 -25.955 0.986  -0.2358
31 O -13.062 -29.794 2.873  -0.3707
32 O -17.777 -25.290 5.717  -0.4897
33 O -12.270 -25.714 4.921  -0.4597
34 O -7.659 -28.793 4.198  -0.2357
35 O -4.864 -27.776 5.959  -0.6909
36 O -9.714 -27.232 -5.222  -0.6049
37 O -20.710 -24.067 3.614  -0.5486
38 O -20.028 -25.380 1.519  -0.4225
39 O -16.153 -33.124 -0.044  -0.2083
40 O -8.882 -30.380 2.496  0.1137
41 O -14.814 -31.245 5.608  -0.6104
42 O -4.517 -29.351 -1.038  -0.4122
43 O -16.742 -29.383 -2.738  -0.4646
44 O -2.313 -29.698 -2.073  -0.6145
45 O -13.462 -22.417 0.729  -0.4462
46 O -8.409 -29.405 -4.994  -0.6375
47 O -22.238 -24.170 1.524  -0.6418
48 O -9.578 -30.364 4.872  -0.5624
49 O -13.519 -29.689 0.469  0.1389
50 O -7.942 -25.300 -0.589  -0.0384
51 O -12.353 -22.892 -1.510  -0.6214
52 O -16.411 -28.710 -0.306  -0.2322
53 C -18.731 -30.309 2.969  -1.4174
54 C -14.900 -21.881 2.566  -1.5784
55 C -6.282 -23.302 0.269  -1.1585
56 C -18.951 -25.896 2.171  0.0568
57 C -21.959 -26.399 2.965  -0.6343
58 C -14.317 -27.542 1.797  0.8093
59 C -9.552 -27.263 1.890  1.8673
60 C -13.681 -22.761 2.118  0.6393
61 C -10.350 -30.385 -3.163  -0.4813
62 C -15.688 -24.813 4.711  -1.1367
63 C -14.532 -27.912 -2.121  -0.6037
64 C -16.639 -25.883 5.212  0.9364
65 C -10.002 -31.211 2.325  -0.9609
66 C -11.093 -23.789 0.812  1.0284
67 C -7.416 -25.125 4.350  -0.5470
68 C -18.494 -26.777 7.798  -1.0087
69 C -9.632 -25.337 -2.177  -0.8722
70 C -17.156 -30.139 6.359  -0.7278
71 C -17.409 -31.699 -2.674  -1.3607
72 C -7.238 -31.574 4.309  -1.1881
73 C -16.229 -30.716 -2.496  0.5164
74 C -2.796 -27.291 -0.783  -0.5383
75 C -6.276 -29.380 0.430  -0.2663
76 C -5.807 -28.755 -0.819  0.6973
77 C -10.873 -27.686 2.449  -0.1622
78 C -17.202 -30.014 2.903  1.8583
79 C -1.013 -27.059 6.139  -1.3588
80 C -18.134 -26.818 1.239  -0.2313
81 C -18.351 -33.821 0.850  -1.4913
82 C -2.196 -26.708 5.352  -0.0674
83 C -8.539 -24.463 -1.606  -0.4773
84 C -10.892 -29.557 -6.216  -0.8831
85 C -11.194 -24.550 7.098  -1.1924
86 C -10.359 -31.058 0.858  -0.0773
87 C -8.605 -24.434 5.033  -0.6885
88 C -11.561 -30.798 -2.255  -0.3828
89 C -13.672 -33.422 0.859  -0.8285
90 C -4.940 -26.962 3.330  -0.1690
91 C -16.839 -33.732 0.997  -0.0962
92 H -10.772 -30.965 3.056  0.5076
93 H -17.484 -31.173 6.465  0.3921
94 H -7.022 -23.241 1.068  0.3107
95 H -21.143 -27.050 3.279  0.0754
96 H -16.144 -24.186 3.945  0.1490
97 H -15.796 -30.747 -1.496  -0.1487
98 H -14.232 -27.016 0.846  -0.1239
99 H -19.212 -29.993 3.895  0.2274
100 H -5.354 -23.120 0.810  0.4568
101 H -10.363 -31.093 -3.992  0.4978
102 H -10.973 -31.882 0.496  0.1372
103 H -19.044 -27.619 8.218  0.3968
104 H -9.016 -23.541 -1.274  0.2198
105 H -10.381 -23.863 7.331  0.4266
106 H -6.566 -22.662 -0.566  0.3568
107 H -4.813 -25.966 3.756  0.4668
108 H -18.309 -25.027 2.318  0.2538
109 H -16.853 -29.695 7.308  0.3603
110 H -13.920 -33.926 1.793  0.4601
111 H -16.907 -26.537 4.382  -0.4755
112 H -10.417 -22.986 0.518  0.3581
113 H -16.584 -33.196 1.910  0.1874
114 H -15.373 -24.131 5.501  0.4567
115 H -2.935 -26.498 6.125  0.3356
116 H -18.551 -26.032 8.592  0.3590
117 H -15.320 -30.848 -3.082  0.3242
118 H -6.499 -28.844 -1.657  0.2852
119 H -13.738 -32.372 1.144  0.0494
120 H -4.305 -27.095 2.455  0.3210
121 H -14.173 -27.005 -1.636  0.1178
122 H -10.538 -30.587 -6.239  0.3060
123 H -12.804 -22.564 2.734  0.1707
124 H -0.571 -26.125 6.486  0.3723
125 H -9.676 -32.231 2.530  0.5806
126 H -16.527 -34.757 1.199  0.4829
127 H -17.076 -26.687 1.465  -0.3978
128 H -5.980 -27.243 3.169  -0.5585
129 H -18.409 -27.869 1.144  0.1276
130 H -22.501 -26.784 2.101  0.3551
131 H -1.206 -27.764 6.948  0.2893
132 H -7.135 -26.007 4.925  0.3030
133 H -18.877 -34.352 1.643  0.4222
134 H -2.813 -27.739 0.210  0.1891
135 H -10.015 -24.691 -2.968  0.4340
136 H -7.948 -32.400 4.343  0.4720
137 H -1.853 -26.847 -1.102  0.4728
138 H -15.270 -28.039 1.977  -0.7890
139 H -9.385 -30.526 -2.676  0.1544
140 H -22.684 -26.189 3.751  0.3345
141 H -9.720 -26.415 1.226  -0.8425
142 H -13.856 -23.837 2.142  0.0331
143 H -19.022 -26.375 3.148  -0.0886
144 H -15.779 -22.124 1.969  0.4103
145 H -11.450 -31.784 -1.804  0.4548
146 H -6.276 -30.468 0.364  0.5628
147 H -10.866 -29.106 -7.208  0.4007
148 H -12.628 -33.545 0.571  0.4273
149 H -18.270 -31.541 -2.025  0.2453
150 H -3.623 -26.580 -0.776  0.0348
151 H -5.746 -28.862 1.230  -0.1328
152 H -9.464 -26.351 -2.539  0.1624
153 H -5.608 -27.684 -0.789  -0.5393
154 H -10.681 -28.425 3.227  0.0415
155 H -10.404 -25.529 -1.432  -0.1437
156 H -18.865 -32.860 0.868  0.2426
157 H -11.016 -25.583 7.398  0.3054
158 H -17.112 -32.747 -2.635  0.3011
159 H -17.939 -29.609 5.816  -0.0526
160 H -11.703 -30.170 -1.375  -0.2126
161 H -7.736 -24.187 -2.289  0.6936
162 H -17.460 -27.112 7.717  0.2320
163 H -14.664 -20.822 2.461  0.3659
164 H -8.892 -26.997 2.715  -0.4418
165 H -15.267 -21.965 3.589  0.3526
166 H -18.292 -26.380 0.254  0.5436
167 H -6.533 -31.500 3.481  0.2677
168 H -11.863 -29.511 -5.722  0.2595
169 H -14.060 -27.049 2.734  0.1553
170 H -10.747 -24.790 0.552  -1.2629
171 H -16.905 -30.255 1.882  -0.2128
172 H -12.527 -30.803 -2.760  0.1603
173 H -0.300 -27.566 5.489  0.3375
174 H -14.769 -25.218 4.289  0.1130
175 H -8.882 -23.477 4.591  0.4558
176 H -7.317 -29.098 0.585  -0.2885
177 H -11.327 -23.805 1.876  -0.2111
178 H -18.037 -31.498 -3.542  0.4361
179 H -9.437 -31.147 0.283  0.3855
180 H -14.648 -27.593 -3.157  0.5841
181 H -11.339 -26.830 2.938  0.2798
182 H -19.281 -29.908 2.117  0.3987
183 H -16.995 -28.966 3.120  -0.6621
184 H -6.776 -31.356 5.272  0.4584
185 H -18.886 -31.383 2.865  0.3584
186 H -9.283 -28.103 1.248  -0.5649
187 H -13.845 -28.752 -2.014  -0.1069
188 H -2.094 -25.859 4.676  0.2932
189 H -6.489 -24.554 4.397  0.4698
190 H -16.174 -26.566 5.922  0.2922
191 H -18.617 -34.374 -0.051  0.3840
192 H -7.622 -25.374 3.309  -0.1180
193 H -10.770 -30.069 0.656  -0.4847
194 H -12.089 -24.141 7.566  0.4002
195 H -8.441 -24.156 6.074  0.2992

Output
- Multiplicity: 1
- DFT total energy: -262828.447 eV
- Frontier orbital gap: 10.408 eV
- E_HOMO: -10.720 eV
- Energy above the lowest of the compared OMol25 structures with the same formula, charge and spin: 165.85 kcal/mol

---

A structure of composition C32H35N2PdS2SbSi2. Source: OMol25; level of theory: ωB97M-V with the def2-TZVPD basis set.

Last column: Mulliken charge in e.
Geometry (Å):
1 Sb 2.221 0.213 -0.116  0.9237
2 Pd -1.681 1.469 -0.425  0.1331
3 S 0.978 2.080 -0.340  -0.5467
4 S -1.792 3.919 -2.120  -0.3972
5 Si -3.295 0.483 0.860  0.7959
6 Si -2.182 -0.386 -1.670  0.5700
7 N -1.653 3.580 0.499  0.1133
8 N -1.557 5.792 -0.265  -0.0267
9 C -3.061 -3.141 -1.037  -0.5273
10 C 6.426 0.225 1.075  -0.6878
11 C 2.898 0.185 -3.069  -0.8038
12 C 3.276 -0.357 -4.289  -0.5830
13 C -1.447 4.030 1.706  0.0415
14 C 3.555 -1.714 -4.390  -0.4584
15 C -1.672 4.450 -0.568  -0.0326
16 C 0.439 -3.572 2.378  -0.6909
17 C 3.078 -1.996 -2.051  -0.0203
18 C -1.358 6.265 0.982  -0.1276
19 C 1.811 -3.362 2.321  -0.6977
20 C -4.274 -3.625 0.985  -0.6536
21 C 5.298 1.756 2.548  -0.5706
22 C -2.983 -1.793 -0.683  0.3116
23 C 5.229 -0.027 0.418  -0.0322
24 C -4.210 -2.285 1.342  -0.5348
25 C -4.978 1.337 0.776  -1.2624
26 C 2.317 -2.266 1.638  -0.4018
27 C -2.754 0.626 2.676  -1.1951
28 C -0.632 -1.095 -2.495  -0.9216
29 C 6.459 1.113 2.140  -0.4123
30 C 4.100 1.506 1.895  -0.7357
31 C 4.064 0.610 0.831  0.3495
32 C -0.434 -2.683 1.766  -0.4553
33 C -1.285 5.398 2.022  -0.9943
34 C 3.455 -2.533 -3.274  -0.7291
35 C -3.351 0.057 -3.086  -1.3093
36 C 2.805 -0.636 -1.952  0.4447
37 C 0.067 -1.579 1.089  0.2714
38 C -3.693 -4.054 -0.205  -0.6584
39 C -3.555 -1.363 0.523  0.2548
40 C 1.440 -1.381 1.015  0.1584
41 H -2.799 1.660 3.027  0.3190
42 H -5.409 1.236 -0.222  0.3019
43 H -1.585 6.418 -1.057  0.2666
44 H -4.316 0.394 -2.702  0.2980
45 H -4.877 2.406 0.986  0.2892
46 H -1.504 -2.842 1.805  0.2608
47 H -0.905 -1.865 -3.225  0.4677
48 H -1.404 3.278 2.486  0.4185
49 H 3.389 -2.102 1.602  0.4346
50 H 2.977 -2.643 -1.187  0.4115
51 H -1.265 7.337 1.080  0.3956
52 H -0.072 -0.319 -3.023  0.1781
53 H -1.739 0.253 2.829  0.2331
54 H 3.842 -2.136 -5.344  0.3922
55 H -3.739 -5.101 -0.480  0.3880
56 H 3.196 2.020 2.201  0.3789
57 H -4.663 -1.964 2.275  0.3108
58 H 7.333 -0.269 0.751  0.3964
59 H 5.327 2.455 3.374  0.3773
60 H 2.488 -4.052 2.808  0.3908
61 H -1.120 5.735 3.032  0.4192
62 H -5.684 0.914 1.497  0.3293
63 H 5.211 -0.712 -0.423  0.3797
64 H 2.653 1.238 -2.990  0.3962
65 H -3.426 0.045 3.316  0.4114
66 H -2.617 -3.488 -1.965  0.3917
67 H 3.343 0.277 -5.163  0.3951
68 H -0.613 -0.870 0.625  0.1549
69 H -2.932 0.867 -3.688  0.3121
70 H -3.523 -0.803 -3.739  0.3143
71 H -4.772 -4.338 1.631  0.3818
72 H 7.393 1.310 2.650  0.3721
73 H 0.034 -1.561 -1.765  0.1230
74 H 0.047 -4.433 2.905  0.4078
75 H 3.661 -3.592 -3.357  0.4010

Output
- Multiplicity: 1
- DFT total energy: -84177.141 eV
- Frontier orbital gap: 6.459 eV
- E_HOMO: -6.878 eV
- Energy above the lowest of the compared OMol25 structures with the same formula, charge and spin: 0.00 kcal/mol

---

The molecule C15H22N6O at a distorted geometry. Source: OMol25; level of theory: ωB97M-V with the def2-TZVPD basis set.

Last column: Mulliken charge in e.
Geometry (Å):
1 O 4.222 1.604 0.241  -0.3976
2 N -1.519 1.183 0.523  1.1076
3 N -1.702 1.979 1.583  -0.2159
4 N 0.280 1.200 1.718  0.1765
5 N 1.881 0.005 -0.436  0.0034
6 N -0.642 1.977 2.268  -1.2224
7 N 0.299 -3.974 -0.590  -0.6661
8 C 2.719 -0.265 0.731  -0.4055
9 C 3.703 1.457 -1.064  -0.6401
10 C 0.233 -1.684 0.095  -1.1034
11 C -2.847 -0.498 -0.656  -1.4669
12 C -0.084 -4.332 0.624  -0.4176
13 C -2.172 1.673 -1.772  -1.4484
14 C -0.250 0.698 0.624  -0.9713
15 C -0.160 -2.072 1.369  -0.0372
16 C 0.455 -2.690 -0.843  0.1012
17 C -2.579 0.996 -0.460  1.1673
18 C 3.420 0.994 1.237  -0.5857
19 C 2.192 1.273 -1.071  -0.4801
20 C -3.838 1.669 0.091  -1.7959
21 C -0.324 -3.422 1.640  -0.6878
22 C 0.457 -0.241 -0.305  1.1838
23 H -0.332 -1.339 2.144  0.4432
24 H -2.985 1.594 -2.488  0.4084
25 H -0.201 -5.396 0.782  0.3971
26 H 0.049 -0.103 -1.316  0.7629
27 H 1.832 1.240 -2.106  0.4334
28 H 4.095 0.744 2.059  0.3922
29 H 2.121 -0.677 1.543  0.4141
30 H -3.733 -0.625 -1.272  0.4716
31 H 3.470 -1.010 0.439  0.3133
32 H -4.129 1.219 1.036  0.4396
33 H -2.020 -1.005 -1.144  0.3337
34 H 4.165 0.587 -1.554  0.2986
35 H 1.719 2.133 -0.568  0.2557
36 H 0.776 -2.441 -1.846  0.4434
37 H -3.027 -0.979 0.304  0.3854
38 H -1.289 1.213 -2.209  0.3034
39 H -1.963 2.727 -1.601  0.3798
40 H -4.652 1.555 -0.620  0.4434
41 H -3.662 2.727 0.262  0.4303
42 H 3.982 2.360 -1.616  0.3817
43 H -0.628 -3.754 2.620  0.4191
44 H 2.666 1.700 1.608  0.2521

Output
- Multiplicity: 1
- DFT total energy: -26898.536 eV
- Frontier orbital gap: 9.302 eV
- SMILES string: CC(C)(C)n1nnnc1[C@H](c1cccnc1)N1CCOCC1
- E_HOMO: -8.773 eV
- Energy above the lowest of the compared OMol25 structures with the same formula, charge and spin: 0.00 kcal/mol

---

What is the formula in the fourth record? C15H22N6O